Record 1
The following is a DFT calculation (the ωB97M-V functional and the def2-TZVPD basis) of C33H32MnN6O8S as an isolated structure in a non-equilibrium geometry.

Atoms and positions in Å:
Mn -1.0246 1.5657 0.0340
O 1.0486 1.3547 3.7790
C 0.2581 1.4593 2.7158
O 0.6484 1.4832 1.5771
C -1.2056 1.5386 3.0388
C -1.7428 1.4561 4.3095
C -3.1271 1.5226 4.4163
C -3.8927 1.6412 3.2694
C -3.2599 1.6942 2.0348
N -1.9380 1.6688 1.9366
C -3.9510 1.7902 0.6985
O -5.2669 1.6031 0.6614
O -3.3277 2.0888 -0.2853
H 1.9642 1.2910 3.4656
H -1.1072 1.3490 5.1748
H -3.6011 1.4759 5.3869
H -4.9703 1.6962 3.3426
H -5.5407 1.0125 1.3751
O -0.6494 5.1130 -1.6789
C -0.7143 3.9414 -1.3501
O -0.6282 3.4697 -0.1529
C -0.8866 2.8821 -2.4306
C -0.9318 3.2077 -3.7731
C -1.0118 2.1799 -4.6961
C -1.0521 0.8661 -4.2512
C -1.0216 0.6250 -2.8899
N -0.9453 1.6163 -2.0052
H -0.8835 4.2501 -4.0518
H -1.0316 2.3969 -5.7563
H -1.1001 0.0368 -4.9421
H -1.0443 -0.3798 -2.4896
O -3.6787 -0.7427 0.9713
C -2.6146 -1.1914 0.5526
N -2.3697 -2.5313 0.3639
C -0.9580 -2.7660 0.1110
C -0.4836 -1.3024 -0.0536
O 0.6485 -0.9788 -0.3672
N -1.5107 -0.4575 0.1947
C -0.3076 -3.4445 1.3167
C 0.6624 -2.8362 2.1013
C 1.1864 -3.4971 3.2066
C 0.7499 -4.7684 3.5387
C -0.2140 -5.3869 2.7514
C -0.7313 -4.7303 1.6488
C -0.6908 -3.5543 -1.1613
C 0.6219 -3.7376 -1.5893
C 0.8850 -4.4564 -2.7425
C -0.1553 -5.0117 -3.4771
C -1.4620 -4.8354 -3.0528
C -1.7288 -4.1053 -1.9007
H -2.9465 -3.1871 0.8642
H 1.0273 -1.8531 1.8387
H 1.9467 -3.0134 3.8071
H 1.1607 -5.2807 4.3987
H -0.5533 -6.3864 2.9905
H -1.4604 -5.2339 1.0227
H 1.4316 -3.2989 -1.0215
H 1.9080 -4.5832 -3.0722
H 0.0544 -5.5759 -4.3764
H -2.2808 -5.2588 -3.6200
H -2.7530 -3.9442 -1.5925
C 2.3143 5.5839 -0.5141
C 2.9810 4.7811 -1.6183
N 3.7154 3.6432 -1.0793
C 3.4175 2.3411 -1.2994
S 2.3584 1.8295 -2.4813
N 4.1181 1.4827 -0.5120
C 3.9116 0.0489 -0.4367
C 3.6890 -0.3846 1.0013
H 1.6636 6.3456 -0.9415
H 3.0554 6.0756 0.1228
H 1.6823 4.9388 0.0975
H 3.6739 5.4058 -2.1885
H 2.2434 4.3886 -2.3131
H 4.3120 3.8466 -0.2921
H 4.7424 1.8842 0.1694
H 4.7651 -0.4790 -0.8736
H 3.0337 -0.1779 -1.0376
H 4.5359 -0.1216 1.6425
H 3.5567 -1.4659 1.0531
H 2.7835 0.0872 1.3860

Its energy relative to the best compared isomer or geometry (same formula, charge and spin) is 0.000 eV. As for the spin multiplicity: 2. The calculation puts the largest force on an atom at 1.6 eV Å⁻¹. The total charge is 0.

=====

Record 2
The following is a DFT calculation (the ωB97M-V functional and the def2-TZVPD basis) of one molecule with the formula C5H11O6 in a non-equilibrium geometry.

Atoms and positions in Å:
H 0.7586 0.3075 -1.4925
C 0.2366 0.8612 -0.6823
C -0.3665 2.1767 -1.1247
O -0.0877 3.1930 -0.1763
C -0.7443 -0.2262 -0.1085
C -2.0334 -0.4371 -0.9328
C 0.0865 -1.5528 -0.3980
O 0.0195 -2.5073 0.6182
O 0.5160 -1.7912 1.7240
O -1.0405 -0.0079 1.1669
O 1.2795 1.2760 0.1571
O 2.2340 0.1330 0.2238
H 3.1205 0.5500 0.2609
H 0.1455 2.4221 -2.0847
H -1.4553 2.0738 -1.2961
H -0.6662 3.9681 -0.3434
H -1.8172 -0.4768 -2.0081
H -2.4331 -1.4121 -0.6436
H -2.7806 0.3269 -0.6841
H -0.2974 -2.0812 -1.2939
H 1.1195 -1.2599 -0.5763
H -0.2472 -1.1000 1.8278

Its energy relative to the best compared isomer or geometry (same formula, charge and spin) is 2.474 eV. As for the spin multiplicity: 2. The calculation puts the largest force on an atom at 2.2 eV Å⁻¹. The total charge is 0.

=====

Record 3
The following is a DFT calculation (the ωB97M-V functional and the def2-TZVPD basis) of C36H30N4OPPbS2 as an isolated structure in a non-equilibrium geometry.

Atoms and positions in Å:
Pb 0.7536 -0.1890 -1.2503
C -2.4310 -2.4904 -4.0566
C -1.7931 -2.0749 -2.7524
N -0.5333 -2.2544 -2.5102
N 0.2277 -2.9031 -3.3807
C 1.4967 -2.7045 -3.5088
N 2.1394 -3.5810 -4.3544
S 2.4778 -1.3898 -2.9571
C -2.5662 -1.3771 -1.7506
C -3.9568 -1.1935 -1.8711
C -4.6300 -0.4470 -0.9299
C -3.9193 0.1175 0.1242
C -2.5590 -0.1219 0.1789
N -1.9056 -0.8451 -0.7073
H -1.6317 -2.7030 -4.7631
H -3.0701 -1.7128 -4.4686
H -3.0225 -3.3956 -3.9168
H 1.6909 -4.4759 -4.4616
H 3.1430 -3.5864 -4.2908
H -4.4988 -1.6453 -2.6866
H -5.6995 -0.3033 -1.0075
H -4.4085 0.7119 0.8790
H -1.9530 0.2888 0.9779
C -0.6628 -4.3558 5.3048
C -1.4869 -3.2913 4.9823
C -1.2534 -2.5625 3.8303
C -0.1958 -2.8876 2.9883
C 0.6255 -3.9627 3.3166
C 0.3928 -4.6885 4.4699
P 0.0224 -1.8710 1.4653
C 0.5873 -3.2407 0.3834
C -0.4198 -4.0787 -0.0845
C -0.1219 -5.1404 -0.9141
C 1.1918 -5.3728 -1.2887
C 2.1969 -4.5337 -0.8389
C 1.9006 -3.4670 -0.0081
C 1.5995 -1.0139 1.8147
C 2.2034 -1.0214 3.0675
C 3.3496 -0.2761 3.2770
C 3.8927 0.4535 2.2334
C 3.2772 0.4547 0.9897
C 2.1042 -0.2510 0.7517
H -0.8390 -4.9254 6.2076
H -2.3141 -3.0366 5.6310
H -1.8981 -1.7330 3.5684
H 1.4480 -4.2252 2.6640
H 1.0359 -5.5211 4.7243
H -1.4420 -3.8790 0.2083
H -0.9115 -5.7794 -1.2860
H 1.4296 -6.2120 -1.9312
H 3.2204 -4.7069 -1.1466
H 2.6916 -2.8104 0.3277
H 1.7818 -1.6073 3.8759
H 3.8170 -0.2629 4.2548
H 4.7961 1.0284 2.3986
H 3.7191 1.0375 0.1935
C -1.6171 9.5280 0.8020
C -1.1435 9.3259 -0.5984
O -1.8063 9.2088 -1.5818
S 0.6852 9.2066 -0.6559
C 0.7340 7.4288 -0.8940
C 1.2174 6.6450 0.1436
C 1.2927 5.2797 -0.0228
C 0.8732 4.6837 -1.2189
C 0.3693 5.4976 -2.2406
C 0.3038 6.8656 -2.0838
C 0.9473 3.2832 -1.3765
C 1.0235 2.0750 -1.5010
H -2.6879 9.7110 0.8417
H -1.0674 10.3515 1.2500
H -1.3763 8.6266 1.3645
H 1.5396 7.1147 1.0621
H 1.6747 4.6515 0.7686
H 0.0371 5.0354 -3.1588
H -0.0878 7.4972 -2.8667

As for the total energy: -82032.297 eV. The calculation puts the largest force on an atom at 1.7 eV Å⁻¹. The total charge is -1.

=====

Record 4
The following is a DFT calculation (the ωB97M-V functional and the def2-TZVPD basis) of C26H23BrN5O2Ru as an isolated structure.

Atoms and positions in Å:
Ru -0.1290 -0.7270 -0.0955
O -3.8633 -0.7052 -1.6799
C -4.4960 0.3042 -1.2208
C -5.7889 0.6393 -1.7430
C -6.4765 1.6907 -1.2123
C -5.9138 2.4396 -0.1616
C -4.6354 2.1361 0.3522
C -3.9134 1.1005 -0.1627
C -2.5124 0.7692 0.3001
O -2.1768 -0.5496 -0.0698
N -1.5847 1.7498 -0.2759
N -0.3024 1.2848 -0.4369
C 0.6232 2.0247 -0.9246
C 1.9927 1.5641 -1.0902
Br 2.3256 -0.2905 -0.6574
C 2.9795 2.3843 -1.4670
C 4.4032 2.1306 -1.6802
C 5.3018 3.1297 -1.2974
C 6.6630 2.9463 -1.4600
C 7.1386 1.7797 -2.0440
C 6.2506 0.8003 -2.4679
C 4.8890 0.9690 -2.2838
H -2.9090 -0.8154 -0.9895
H -6.1834 0.0238 -2.5400
H -7.4566 1.9492 -1.5881
H -6.4694 3.2649 0.2626
H -4.2329 2.7340 1.1611
H -2.4613 0.8413 1.3923
H -1.9206 2.4104 -0.9628
H 0.4147 3.0526 -1.2134
H 2.6705 3.4190 -1.6005
H 4.9290 4.0482 -0.8600
H 7.3523 3.7179 -1.1464
H 8.2018 1.6423 -2.1867
H 6.6203 -0.0920 -2.9542
H 4.2065 0.2180 -2.6575
N -0.4643 -2.9578 2.2810
C -0.2077 -1.6839 2.7441
C -0.1894 -1.5259 4.1407
C 0.0894 -0.3062 4.6918
C 0.3578 0.7687 3.8404
C 0.3074 0.5538 2.4937
N 0.0096 -0.6475 1.9277
C -0.4057 -3.5465 1.0307
C -0.5792 -4.9334 0.9470
C -0.5147 -5.5417 -0.2806
C -0.2774 -4.7662 -1.4176
C -0.1234 -3.4175 -1.2509
N -0.1900 -2.8040 -0.0468
H -0.6350 -3.6178 3.0233
H -0.3868 -2.3846 4.7684
H 0.1103 -0.1843 5.7659
H 0.6043 1.7491 4.2192
H 0.5100 1.3547 1.8010
H -0.7568 -5.5091 1.8455
H -0.6433 -6.6123 -0.3621
H -0.2145 -5.2050 -2.4018
H 0.0629 -2.7677 -2.0991

Its energy relative to the best compared isomer or geometry (same formula, charge and spin) is 0.110 eV. As for the spin multiplicity: 2. The calculation puts the largest force on an atom at 0.6 eV Å⁻¹. The total charge is +2.

=====

Record 5
The following is a DFT calculation (the ωB97M-V functional and the def2-TZVPD basis) of a 35-piece molecular cluster, H70O35 overall in a non-equilibrium geometry.

Atoms and positions in Å:
O -5.0649 2.0327 0.3147
H -4.7110 1.3439 0.8967
H -4.8556 1.7315 -0.5411
O 1.2937 -4.3969 2.5838
H 0.8863 -4.0369 3.3723
H 2.0525 -3.7973 2.3524
O 2.2470 1.1204 -4.8743
H 2.1232 2.0063 -5.3014
H 1.3228 0.8320 -4.7749
O 3.6294 4.5091 -0.3953
H 4.3267 4.9104 -0.9390
H 2.8663 4.8296 -0.8758
O -0.0555 -0.8738 2.3451
H 0.0267 0.0921 2.4578
H -0.9665 -1.0307 2.1357
O -1.6930 0.4338 4.7989
H -2.3290 -0.2792 4.5731
H -2.2142 1.1506 5.1723
O -0.9235 -3.2615 1.0200
H -0.9149 -3.3943 0.0375
H -0.0406 -3.5329 1.2893
O -1.3180 -3.5845 4.2562
H -0.7658 -2.8939 4.5519
H -1.0556 -3.6726 3.3512
O 0.0919 2.2131 -1.5266
H 1.0541 1.9675 -1.4272
H -0.4965 1.5557 -1.2198
O 0.2529 4.5201 0.1340
H 0.8264 4.1116 0.8140
H 0.0616 3.8356 -0.5518
O -4.5125 -1.4961 -3.2421
H -5.4717 -1.5202 -3.1914
H -4.2621 -0.7196 -2.6942
O -2.8148 3.4462 0.1845
H -2.4480 4.1988 0.6804
H -3.7756 3.3500 0.4381
O 0.3186 -1.2182 -3.2313
H -0.4389 -1.6966 -3.5508
H 0.2032 -1.0114 -2.2734
O -0.7731 -4.1466 -1.7690
H 0.0907 -4.5792 -1.7461
H -1.3913 -4.8284 -2.0508
O -1.6282 6.1045 1.2857
H -1.8918 6.6200 0.5125
H -0.9880 5.4651 0.9067
O 0.9804 4.4575 -5.9260
H 0.3223 4.1587 -5.2652
H 1.2701 5.3226 -5.5742
O 3.8133 2.0045 1.4936
H 4.1989 2.8791 1.3294
H 4.5911 1.4550 1.6892
O 4.1650 0.4527 -3.1168
H 3.7315 0.6751 -3.9359
H 3.8881 -0.4836 -3.0124
O 2.6824 1.4246 -1.1924
H 3.2234 1.5557 -0.4287
H 3.2834 1.1652 -1.9491
O 2.8717 -1.9743 -3.1925
H 3.0833 -2.8616 -3.4295
H 1.9087 -1.9108 -3.4129
O 3.5774 -4.9970 -1.5767
H 4.3420 -4.6753 -1.0672
H 2.9720 -5.3010 -0.8950
O 0.8360 -0.8222 -0.5218
H 1.6241 -0.1916 -0.4631
H 0.2736 -0.5814 0.2392
O -3.6563 -1.9404 1.0450
H -4.4027 -2.0354 0.4655
H -3.0807 -2.6770 0.8749
O -1.6151 1.0202 0.5074
H -2.2877 0.6225 1.1023
H -2.0018 1.9332 0.5171
O 5.1443 -0.7566 2.0343
H 5.7496 -1.1766 2.6744
H 4.2957 -1.1940 2.2078
O -1.6553 2.9940 4.0579
H -1.6771 3.9423 3.8142
H -0.9630 2.5338 3.5938
O -3.6462 0.9275 -1.9082
H -2.8820 0.8626 -1.2822
H -3.2702 1.4884 -2.6143
O -1.7207 -5.9548 -3.8632
H -2.5766 -5.5740 -4.1150
H -1.8495 -6.8972 -3.8919
O 3.6438 -2.3044 -0.3039
H 4.4136 -1.7528 -0.3194
H 3.2654 -2.3954 -1.1913
O 0.6774 -1.6010 5.5804
H 0.7032 -1.0843 4.7575
H 0.6497 -0.9819 6.3255
O -3.5653 1.0441 2.5336
H -3.7490 0.1770 2.9488
H -2.9543 1.5523 3.0791
O -3.7790 -1.7828 3.9316
H -3.0021 -2.1893 4.3327
H -3.8743 -2.1299 3.0442
O 2.7346 -2.0787 2.0889
H 1.8847 -1.6236 1.9635
H 3.0105 -2.3734 1.1972
O 0.5809 1.8889 2.3144
H 1.4995 2.0486 2.1463
H 0.0751 1.8864 1.4701
O -0.8656 2.3643 -4.8992
H -1.4840 3.0107 -4.5704
H -1.2814 2.0448 -5.7294

Its energy relative to the best compared isomer or geometry (same formula, charge and spin) is 1.501 eV. The calculation puts the largest force on an atom at 2.6 eV Å⁻¹. The total charge is 0.

=====

Record 6
The following is a DFT calculation (the ωB97M-V functional and the def2-TZVPD basis) of a 2-piece molecular cluster, C2H9N3P overall in a non-equilibrium geometry.

Atoms and positions in Å:
C -0.2115 -0.2092 -1.1512
C 0.4205 -1.5058 0.8493
N -0.6649 -0.2675 -2.4406
N 0.1560 1.0790 -0.6789
N -0.0432 -1.2783 -0.4176
P -0.0029 1.3816 2.6374
H 0.0690 -2.3778 1.2324
H 1.1246 -0.9181 1.3749
H -0.8575 0.5211 -3.0140
H -0.7225 -1.1789 -2.8795
H 0.9509 1.3999 -1.2032
H 0.6293 1.0006 0.2272
H -0.4670 -2.1009 -0.7881
H 0.1562 1.8074 4.0431
H -0.5372 2.6470 2.2088

Its energy relative to the best compared isomer or geometry (same formula, charge and spin) is 2.621 eV. The calculation puts the largest force on an atom at 3.8 eV Å⁻¹. The total charge is +1.

=====

Record 7
The following is a DFT calculation (the ωB97M-V functional and the def2-TZVPD basis) of C36H54Cl3GeN6O11P2RbSSe2 as an isolated structure.

Atoms and positions in Å:
Rb -0.0407 0.6951 0.0092
C 2.4158 -0.6194 2.8659
O 1.3262 -1.3735 2.3653
C 0.5188 -1.9668 3.2931
C 0.8108 -1.9844 4.6510
C -0.0585 -2.5957 5.5478
C -1.2221 -3.1873 5.0871
C -1.5210 -3.1592 3.7321
C -0.6690 -2.5540 2.8111
N -0.9274 -2.4230 1.4274
N -1.9770 -3.0460 1.0755
C -2.4188 -2.9642 -0.2052
C -1.7533 -2.2440 -1.2636
O -0.5960 -1.7872 -1.1905
C -2.4995 -2.0852 -2.5128
C -3.6735 -2.6968 -2.7300
C -4.2926 -3.5261 -1.7277
C -5.5015 -4.1883 -1.9822
C -6.1086 -4.9695 -1.0248
C -5.4964 -5.0932 0.2292
C -4.3124 -4.4478 0.5018
C -3.6692 -3.6453 -0.4655
H 3.1294 -1.2544 3.4036
H 2.0628 0.1721 3.5328
H 2.9083 -0.1934 1.9948
H 1.6925 -1.4866 5.0265
H 0.1720 -2.5789 6.6058
H -1.9115 -3.6522 5.7821
H -2.4382 -3.5883 3.3538
H -2.0409 -1.4320 -3.2457
H -4.1968 -2.5594 -3.6717
H -5.9569 -4.0676 -2.9603
H -7.0434 -5.4755 -1.2350
H -5.9596 -5.7029 0.9975
H -3.8480 -4.5482 1.4726
O -0.6696 4.5339 -2.6585
P -1.2384 2.9831 -2.6508
O -1.9373 2.7628 -3.9358
O -0.0920 2.1540 -2.1696
O -2.2897 3.1574 -1.4179
P -2.9273 2.0486 -0.4003
O -4.3833 2.7424 -0.1500
O -3.0718 0.7459 -1.0878
O -2.1901 2.1473 0.8966
H -1.1852 5.0161 -3.3124
H -4.9663 2.4544 -0.8610
C 3.9849 -3.1398 1.1009
C 2.9652 -2.5547 0.1423
C 1.8584 -3.4731 -0.2853
O 3.0700 -1.4175 -0.2578
H 3.4795 -3.4806 2.0070
H 4.7386 -2.3950 1.3482
H 4.4599 -4.0127 0.6465
H 2.2819 -4.3168 -0.8405
H 1.1165 -2.9372 -0.8739
H 1.3592 -3.8748 0.5994
C 5.7299 3.4542 -1.8736
S 4.6339 2.1714 -2.5071
C 3.0846 2.8049 -1.8464
H 5.4579 4.4344 -2.2683
H 6.7471 3.2185 -2.1853
H 5.6952 3.4876 -0.7833
H 3.1231 2.8355 -0.7573
H 2.2739 2.1433 -2.1479
H 2.8735 3.8005 -2.2379
C -1.9628 5.9443 0.4315
C -0.6198 5.6651 1.0542
N 0.2095 4.8941 0.3258
O -0.3031 6.1185 2.1532
H -1.8872 6.0488 -0.6499
H -2.3892 6.8374 0.8839
H -2.6081 5.0839 0.6199
H -0.0906 4.4978 -0.5532
H 0.9935 4.4776 0.7997
C -0.1963 5.0309 5.1400
N -1.0313 3.9975 4.5687
C -2.2403 4.2355 3.9385
C -2.7190 3.0420 3.5449
N -1.8132 2.0847 3.9556
C -1.9909 0.6570 3.7323
C -0.7801 2.6706 4.5966
Se 0.7066 1.8516 5.3596
H -0.6589 5.4271 6.0467
H -0.0633 5.8181 4.4010
H 0.7589 4.5823 5.3994
H -2.5835 5.2347 3.7465
H -3.5620 2.7865 2.9316
H -2.7734 0.2889 4.3972
H -1.0603 0.1468 3.9667
H -2.2759 0.4878 2.6925
Cl 3.4235 4.5847 4.5022
C 3.9836 3.2065 3.5571
Cl 4.3423 1.8299 4.6008
Cl 5.4511 3.6592 2.6535
C 2.9641 2.8415 2.5713
N 2.2355 2.5857 1.7246
C 2.6647 -4.1895 -5.9546
Ge 1.3673 -3.0865 -4.9520
C 0.1594 -2.2547 -6.2491
C 0.3718 -4.2375 -3.7271
C 2.3224 -1.7534 -3.8860
Se 1.1732 -0.2647 -3.3372
C 1.6201 0.9138 -4.8147
H 2.1560 -4.9579 -6.5405
H 3.3566 -4.6839 -5.2701
H 3.2461 -3.5665 -6.6369
H -0.5820 -2.9799 -6.5888
H 0.7074 -1.8860 -7.1181
H -0.3628 -1.4203 -5.7796
H -0.3463 -4.8645 -4.2576
H -0.1695 -3.6214 -3.0080
H 1.0595 -4.8829 -3.1767
H 3.2085 -1.3567 -4.3843
H 2.6561 -2.2212 -2.9574
H 1.3826 0.4402 -5.7671
H 2.6721 1.1988 -4.7864
H 0.9908 1.7927 -4.6835

As for the total energy: -324526.890 eV. The calculation puts the largest force on an atom at 1.0 eV Å⁻¹. The total charge is -2.